No. 1
Computed, not measured: a structure of composition C7H17N in a non-equilibrium geometry, with wB97M-V/def2-TZVPD.

Geometry (Å):
C1 -0.807 -0.178 1.872
C2 -1.353 0.373 0.396
C3 -2.337 -0.746 -0.275
N1 -0.523 1.196 -0.511
C4 0.238 0.082 -0.660
C5 1.759 0.109 -0.385
C6 2.379 -1.194 0.202
C7 2.135 1.412 0.349
H1 -1.631 -0.592 2.465
H2 -0.228 -1.050 1.802
H3 -0.332 0.592 2.407
H4 -2.142 1.088 0.648
H5 -2.918 -0.311 -1.126
H6 -3.080 -0.808 0.474
H7 -1.835 -1.592 -0.608
H8 0.110 -0.771 -1.461
H9 -3.314 0.919 -3.078
H10 -2.687 1.132 -3.499
H11 2.220 0.122 -1.337
H12 1.621 -2.080 0.078
H13 2.751 -1.251 1.243
H14 3.159 -1.573 -0.507
H15 2.003 2.266 -0.247
H16 3.189 1.408 0.519
H17 1.623 1.444 1.240

Output
orbital gap = 7.9940 eV
DFT total energy = -331.43980 Ha
relative energy (zero: lowest compared OMol25 entry of this formula, charge and spin) = 606.75 kJ/mol
HOMO level = -7.85 eV
lowest unoccupied orbital energy = 0.1415 eV



No. 2
Computed, not measured: the molecule C4H5NO, with wB97M-V/def2-TZVPD.

Geometry (Å):
N1 -0.294 2.040 0.049
C1 -0.091 0.670 -0.112
C2 -0.830 -0.356 -0.610
C3 -0.095 -1.546 -0.280
C4 1.056 -1.148 0.303
O1 1.076 0.212 0.412
H1 0.527 2.423 0.504
H2 -1.102 2.233 0.632
H3 -1.748 -0.299 -1.178
H4 -0.423 -2.567 -0.404
H5 1.924 -1.662 0.683

Output
orbital gap = 9.0502 eV
DFT total energy = -285.39029 Ha
relative energy (zero: lowest compared OMol25 entry of this formula, charge and spin) = 63.80 kJ/mol
HOMO level = -8.01 eV
SMILES = Nc1ccco1
lowest unoccupied orbital energy = 1.0378 eV



No. 3
Computed, not measured: a structure of composition C49H72BrCl2N4P2SSi3Sn, with wB97M-V/def2-TZVPD.

Geometry (Å):
Sn1 -0.258 -0.519 0.174
C1 -4.760 0.082 0.618
Si1 -3.698 -0.787 -0.668
C2 -3.434 -2.588 -0.217
C3 -4.661 -0.781 -2.282
N1 -2.141 -0.053 -0.858
P1 -1.639 1.408 -1.366
C4 -0.054 1.576 -0.873
P2 1.260 1.386 -1.918
N2 1.729 -0.090 -2.254
Si2 3.288 -0.746 -2.381
C5 4.244 -0.714 -0.755
C6 3.183 -2.553 -2.899
C7 4.395 0.087 -3.679
C8 0.989 2.394 -3.423
C9 1.002 1.827 -4.687
C10 0.809 2.617 -5.815
C11 0.621 3.983 -5.683
C12 0.611 4.560 -4.417
C13 0.788 3.769 -3.297
C14 2.697 2.305 -1.230
C15 3.702 2.792 -2.059
C16 4.841 3.377 -1.525
C17 4.990 3.478 -0.148
C18 3.984 3.011 0.687
C19 2.844 2.440 0.144
C20 -2.002 1.563 -3.149
C21 -1.904 0.426 -3.941
C22 -2.103 0.492 -5.310
C23 -2.394 1.710 -5.908
C24 -2.470 2.858 -5.131
C25 -2.275 2.783 -3.760
C26 -2.720 2.670 -0.600
C27 -2.258 3.333 0.531
C28 -3.090 4.198 1.227
C29 -4.389 4.419 0.791
C30 -4.854 3.769 -0.344
C31 -4.025 2.896 -1.029
H1 -5.070 -0.622 1.389
H2 -4.195 0.869 1.115
H3 -5.652 0.528 0.176
H4 -4.260 -2.953 0.395
H5 -3.367 -3.219 -1.105
H6 -2.517 -2.743 0.352
H7 -5.611 -1.295 -2.121
H8 -4.883 0.219 -2.658
H9 -4.124 -1.312 -3.070
H10 3.565 -0.878 0.083
H11 5.005 -1.496 -0.730
H12 4.741 0.244 -0.598
H13 2.584 -3.155 -2.221
H14 2.766 -2.650 -3.903
H15 4.186 -2.984 -2.915
H16 5.183 0.677 -3.210
H17 4.872 -0.674 -4.299
H18 3.838 0.750 -4.342
H19 1.146 0.757 -4.775
H20 0.804 2.161 -6.798
H21 0.475 4.598 -6.562
H22 0.457 5.627 -4.307
H23 0.769 4.210 -2.307
H24 3.601 2.714 -3.136
H25 5.614 3.750 -2.186
H26 5.882 3.927 0.272
H27 4.082 3.093 1.762
H28 2.044 2.094 0.786
H29 -1.655 -0.514 -3.470
H30 -2.028 -0.405 -5.912
H31 -2.547 1.770 -6.978
H32 -2.671 3.815 -5.593
H33 -2.325 3.685 -3.163
H34 -1.239 3.155 0.853
H35 -2.722 4.697 2.113
H36 -5.037 5.094 1.334
H37 -5.867 3.933 -0.690
H38 -4.402 2.386 -1.907
Cl1 0.526 1.317 2.680
C32 -0.087 0.527 4.113
C33 0.482 0.901 5.315
C34 0.059 0.298 6.488
C35 -0.930 -0.670 6.421
C36 -1.478 -1.018 5.200
Cl2 -2.705 -2.258 5.221
C37 -1.095 -0.437 3.977
S1 -1.839 -0.911 2.477
H39 1.256 1.654 5.318
H40 0.493 0.577 7.438
H41 -1.284 -1.169 7.311
C38 4.933 -2.080 2.995
C39 3.746 -2.699 3.748
C40 2.740 -1.554 3.966
C41 4.245 -3.167 5.124
Si3 3.003 -4.155 2.734
Br1 1.897 -3.145 1.068
C42 1.660 -5.135 3.696
C43 2.293 -6.156 4.656
C44 0.695 -5.879 2.758
C45 0.775 -4.186 4.517
C46 4.331 -5.267 1.890
C47 5.387 -5.758 2.891
C48 3.672 -6.499 1.254
C49 5.063 -4.545 0.746
H42 5.267 -1.192 3.541
H43 4.658 -1.762 1.989
H44 5.784 -2.755 2.923
H45 3.257 -0.741 4.484
H46 1.885 -1.833 4.576
H47 2.361 -1.156 3.025
H48 4.689 -2.315 5.649
H49 5.010 -3.941 5.055
H50 3.441 -3.546 5.751
H51 2.798 -6.966 4.129
H52 1.502 -6.607 5.263
H53 3.012 -5.707 5.340
H54 1.185 -6.571 2.080
H55 0.110 -5.181 2.161
H56 -0.003 -6.457 3.372
H57 1.309 -3.701 5.332
H58 -0.036 -4.769 4.964
H59 0.315 -3.414 3.898
H60 4.961 -6.338 3.708
H61 5.960 -4.939 3.321
H62 6.098 -6.405 2.367
H63 3.227 -7.169 1.986
H64 4.439 -7.063 0.715
H65 2.904 -6.219 0.533
H66 5.702 -3.736 1.089
H67 4.374 -4.136 0.010
H68 5.701 -5.274 0.236
N3 -1.177 -3.067 -3.074
N4 -0.382 -2.846 -1.900
H69 -0.702 -2.699 -3.894
H70 -2.035 -2.539 -2.952
H71 0.336 -2.147 -2.083
H72 0.079 -3.718 -1.665

Output
orbital gap = 6.4163 eV
net charge = -1
DFT total energy = -7787.75727 Ha
relative energy (zero: lowest compared OMol25 entry of this formula, charge and spin) = 8.99 kJ/mol
HOMO level = -4.08 eV
lowest unoccupied orbital energy = 2.3356 eV



No. 4
Computed, not measured: a cluster of 8 separate species, C20H39N5O10 in total in a non-equilibrium geometry, with wB97M-V/def2-TZVPD.

Geometry (Å):
N1 -0.108 -3.274 2.620
H1 -0.120 -2.283 2.426
H2 0.530 -3.734 1.987
H3 -1.062 -3.593 2.529
H4 0.098 -3.494 3.585
N2 -3.038 2.848 -1.232
H5 -2.998 3.080 -2.214
H6 -2.859 3.702 -0.723
H7 -2.230 2.250 -1.326
H8 -3.874 2.307 -1.063
N3 0.258 0.165 0.121
H9 0.721 0.911 0.620
H10 -0.146 0.421 -0.769
H11 -0.346 -0.192 0.848
H12 0.996 -0.500 -0.060
N4 -1.134 -1.429 -3.417
H13 -1.129 -0.510 -2.997
H14 -1.002 -1.288 -4.408
H15 -1.965 -1.943 -3.160
H16 -0.334 -1.838 -2.956
C1 -4.685 -2.115 1.885
C2 -5.242 -1.005 1.309
C3 -4.412 0.140 0.858
O1 -4.927 1.167 0.244
C4 -3.065 0.140 1.029
C5 -2.312 -0.999 1.675
C6 -3.195 -2.251 2.074
O2 -2.665 -3.349 2.313
O3 -1.136 -0.981 2.018
O4 -6.531 -1.025 1.347
H17 -5.203 -2.981 2.270
H18 -2.487 1.004 0.737
C7 2.269 -4.311 0.770
C8 2.171 -5.535 0.176
C9 1.447 -5.649 -1.198
O5 1.334 -6.741 -1.861
C10 1.128 -4.548 -1.901
C11 1.398 -3.240 -1.389
C12 1.896 -3.091 0.046
O6 1.833 -2.038 0.667
O7 0.880 -2.264 -1.933
O8 2.475 -6.577 0.872
H19 2.617 -4.166 1.782
H20 0.678 -4.499 -2.881
O9 -0.737 1.041 -2.319
C13 -0.373 1.823 -3.485
C14 -1.372 2.847 -4.302
O10 -2.435 3.667 -3.736
H21 -0.161 1.016 -4.186
H22 0.598 2.264 -3.261
H23 -1.836 2.250 -5.087
H24 -0.636 3.454 -4.830
C15 3.022 3.755 -0.735
C16 2.170 2.520 -0.431
N5 2.087 2.110 1.035
C17 3.326 1.638 1.651
C18 3.038 0.603 2.694
C19 1.431 3.243 1.755
C20 1.197 3.062 3.220
H25 3.993 3.764 -0.242
H26 2.583 4.736 -0.549
H27 3.314 3.831 -1.783
H28 1.160 2.681 -0.810
H29 2.624 1.715 -1.009
H30 3.743 1.161 0.764
H31 4.000 2.431 1.973
H32 3.867 0.612 3.402
H33 2.061 0.608 3.178
H34 2.869 -0.337 2.169
H35 0.529 3.591 1.251
H36 1.944 4.179 1.534
H37 0.747 3.919 3.722
H38 2.147 2.947 3.742
H39 0.581 2.173 3.355

Output
orbital gap (alpha / beta) = 1.6319 / 3.3630 eV
net charge = -3
DFT total energy = -1811.34648 Ha
HOMO level (alpha / beta) = 3.92 / 2.06 eV
multiplicity = 2
lowest unoccupied orbital energy (alpha / beta) = 5.5548 / 5.4259 eV
⟨S²⟩ = 0.774